1.
The following is a DFT calculation (ωB97M-V with the def2-TZVPD basis set) of a cluster of 3 separate species, C17H29N3O10P2 in total in a non-equilibrium geometry.

Last column: Mulliken charge in e.
CARTESIAN COORDINATES (ANGSTROEM)
O: -4.38192 1.92469 2.08576  -0.38
N: 1.83947 2.75712 -2.17634  -0.50
H: 2.81785 -0.23852 2.97170  0.29
O: 5.41439 1.72500 -5.22531  -0.53
H: -1.16475 -0.00590 -1.17409  0.59
C: -6.52591 0.79339 1.91108  -1.50
H: -0.96637 1.77163 0.18752  0.02
H: -4.40642 -0.83875 1.82486  0.29
C: 1.75099 1.35992 -2.55921  1.41
C: 2.51424 0.16539 2.00586  -1.09
H: -1.13343 -2.66945 3.76879  0.38
H: 1.40704 2.05728 1.96899  0.51
H: -0.88343 -1.60521 2.39534  0.06
H: 0.75358 2.03027 -0.04618  0.66
O: 4.97703 2.08134 -2.75778  -0.62
P: 4.39693 2.27207 -4.10550  0.89
H: 2.04092 3.35364 -2.96898  0.37
C: 0.32038 0.74410 -2.47329  1.82
H: 0.16276 -0.26980 -4.44453  0.56
O: -3.00401 0.47650 1.08305  -0.08
O: 3.25108 -4.07856 3.74627  -0.53
H: -0.39524 -5.13499 3.50119  0.30
C: 2.63663 0.50494 -1.69957  -0.34
C: 0.27879 -0.52354 -3.39305  -2.16
N: 3.36658 -0.17391 -1.12737  -0.59
H: 0.48751 -3.25013 1.24803  0.10
C: -5.20856 1.10469 1.24317  0.54
H: 1.12590 -1.17804 -3.18843  0.41
O: -2.15805 2.19764 2.27979  -0.49
C: -0.10465 0.24495 -1.07191  -1.32
C: 0.24079 -3.43052 2.29888  0.72
H: -0.22336 -5.49432 1.76806  0.33
C: -0.68684 1.67794 -3.03341  -0.43
C: -4.31705 -0.09584 1.02785  -0.60
O: 1.54850 -5.23765 2.82683  -0.34
H: 2.38658 -0.68511 1.33747  0.20
P: 2.46379 1.26608 -4.31228  -0.12
H: 0.97130 3.10025 -1.78613  0.28
C: 1.21318 0.99231 2.10509  -0.51
H: -5.37465 1.64386 0.30647  0.26
H: -7.13765 1.69181 1.98832  0.37
N: -1.37276 2.53595 -3.37522  -0.59
H: -4.48018 -0.57964 0.06702  0.37
H: -6.36398 0.42696 2.92542  0.36
H: 5.93798 1.06713 -4.74502  0.35
O: 4.14806 3.84494 -4.35039  -0.52
C: 2.16625 -4.10955 3.27014  0.61
H: 0.40700 -0.68633 -0.83416  0.42
H: 0.86722 0.87879 3.13691  0.43
H: 2.74418 -0.07595 -4.62986  0.11
H: -7.08029 0.04470 1.34486  0.37
C: -0.98989 -2.65204 2.68718  -1.25
O: 0.15386 0.50771 1.28762  0.04
H: 3.34565 0.75513 1.61800  0.31
O: 1.36397 -3.02841 3.09508  -0.32
C: 0.17410 -4.91030 2.59541  -0.44
C: -3.08784 1.59505 1.85710  0.53
C: -0.00740 1.26022 0.08176  -1.21
H: -0.61268 -1.08465 -3.09993  0.48
H: -1.88304 -3.05468 2.20614  0.37
H: 4.27586 4.23839 -3.47505  0.36

Atomic forces in eV per Å
0.1 -0.1 -0.2
0.0 0.2 0.0
-0.1 0.1 0.0
-1.1 0.5 -0.2
0.1 -0.2 0.0
0.0 0.3 0.2
0.1 0.2 -0.2
-0.1 0.1 0.0
1.0 -0.4 0.6
0.0 0.2 -0.3
0.0 -0.2 0.0
-0.2 0.0 -0.3
0.0 0.0 -0.1
0.3 -0.3 0.1
-0.3 0.0 -0.4
1.4 -0.3 2.1
-0.1 0.0 -0.1
-0.3 -1.4 -1.3
0.3 0.0 0.0
-0.2 0.1 0.1
0.0 0.0 0.0
0.0 0.1 0.0
-0.1 0.3 -0.1
-0.7 0.0 0.7
-0.3 0.0 -0.1
0.1 -0.1 0.0
-0.4 -0.2 0.2
0.1 0.1 -0.1
0.0 0.0 -0.1
-0.5 1.0 -0.1
-0.5 0.2 0.1
0.2 -0.1 0.0
0.7 0.7 0.6
0.1 -0.1 -0.2
-0.1 0.1 0.1
-0.1 0.0 0.0
-1.3 0.9 -1.5
0.0 -0.1 0.0
0.3 -0.8 1.2
0.1 0.0 0.0
0.0 0.0 -0.1
-0.1 -0.4 -0.1
0.2 0.0 0.0
0.1 -0.1 -0.1
0.2 0.0 -0.1
-0.3 -0.9 -0.7
0.0 0.1 0.0
0.3 0.2 0.1
-0.2 0.2 -0.1
0.5 0.1 0.6
0.0 0.0 0.0
0.0 0.5 0.1
0.7 0.8 -0.6
0.0 0.0 -0.1
0.2 -0.2 -0.1
0.1 -0.2 -0.1
0.1 0.1 0.2
-0.7 -0.9 0.4
0.0 0.0 -0.2
0.1 -0.1 -0.1
0.2 0.2 0.0

## Properties
orbital gap: 0.3551 Eh
DFT total energy: -61622.8731 eV
highest occupied orbital energy: -9.46 eV
SMILES string: CCOCC[C@@](C)(C#N)[C@@](N)(C#N)PP(=O)(O)O.C[C@@H]1COC(=O)O1.C[C@@H]1COC(=O)O1


2.
The following is a DFT calculation (ωB97M-V with the def2-TZVPD basis set) of the ion C17H29N4Si with charge +1 in a non-equilibrium geometry.

Last column: Mulliken charge in e.
CARTESIAN COORDINATES (ANGSTROEM)
H: 1.08022 -0.17163 0.64761  -0.65
H: 0.61620 -3.56867 -2.05957  0.33
H: 1.59220 -1.18754 2.18985  0.38
H: 3.11303 1.73584 1.03954  0.35
H: -1.92552 -2.91653 3.09745  0.30
H: 0.12706 -0.55375 -1.54196  -0.44
Si: -0.88715 -0.65677 2.18588  0.21
H: 0.36875 2.76216 -2.11238  0.46
H: 0.59632 -2.05608 -4.00709  0.28
H: 2.44682 -3.54848 -2.54917  0.25
C: 0.78589 -2.53061 0.52074  -0.46
H: 2.34327 -1.37047 -3.78978  0.30
C: -2.60095 -0.87206 -0.49644  -0.03
C: 0.77653 -1.10103 1.32299  0.35
C: 1.99085 3.00305 -0.49320  0.03
C: 1.35553 -1.64874 -3.18064  -0.81
C: 2.01668 -2.41738 -0.60556  -0.34
H: 4.15487 4.08698 1.80196  0.30
H: 0.60443 1.27784 3.04131  0.18
H: 2.79597 0.60486 -1.92787  0.27
H: -0.14471 0.09247 -3.29745  0.42
N: 2.02460 4.50021 -0.71397  -0.14
H: -1.89363 -1.70319 -0.91862  0.15
C: 0.99322 2.06756 -1.39800  0.07
H: -2.10685 -1.43227 4.36953  0.27
H: -5.79752 1.07881 -1.71312  0.31
C: -3.86680 -0.37932 -1.46030  -0.42
C: -4.92681 0.78215 -0.98835  -0.40
C: -0.53654 0.98764 3.20188  -1.05
H: 2.44721 -1.30446 -0.62095  0.03
C: -2.33495 -0.22359 0.98530  0.58
C: 1.56457 -2.87927 -2.11214  -0.58
C: -1.41952 -1.96432 3.55193  -1.01
H: 2.91841 -3.07993 -0.19545  0.45
H: -3.96097 -0.88184 -2.52407  0.28
C: -4.69662 1.44885 0.52597  -0.44
N: 2.93739 4.98660 0.23767  -0.20
H: -5.44232 2.28125 0.90012  0.29
H: -0.42765 -2.26027 4.12095  0.28
H: -1.16282 1.89851 2.80545  0.30
C: 0.67807 -0.29636 -2.54564  0.22
H: -0.18705 -2.77179 -0.08303  0.08
H: 1.04390 -3.46864 1.18823  0.38
N: 2.93974 2.68784 0.64179  0.06
C: 1.75267 0.95262 -2.33566  -0.67
H: -0.74378 0.78420 4.35400  0.26
H: 1.95588 1.41295 -3.41175  0.37
H: -3.29827 1.45881 2.52948  0.21
N: 3.47659 3.93689 1.01535  0.03
H: 0.28581 1.46748 -0.66489  -0.04
C: -3.42226 0.94943 1.47207  -0.36

Atomic forces in eV per Å
-0.5 -2.0 1.1
1.8 1.5 -0.1
-1.6 0.3 -1.8
0.1 1.3 -0.2
0.9 1.8 1.1
1.2 0.5 -1.8
-0.6 0.5 1.3
1.3 -1.1 1.9
1.7 0.9 1.8
-2.0 1.3 0.9
1.4 0.4 -1.3
-2.0 -0.6 1.6
-2.6 3.0 1.2
0.7 -0.7 0.4
1.2 2.5 1.2
-0.8 -0.2 -0.8
0.4 -0.2 0.4
-0.9 -0.2 -1.1
-2.2 -0.5 0.6
-2.1 0.6 -0.5
1.6 -0.7 1.6
3.5 -4.3 4.7
-1.5 1.8 0.9
0.5 -0.4 0.5
1.3 -1.3 -2.0
1.9 -0.5 1.7
0.5 1.7 3.3
3.9 -1.8 2.7
0.6 0.7 0.3
-1.1 -2.4 -0.1
-4.3 1.6 -3.6
1.3 -0.3 -0.3
0.3 -0.1 0.7
-1.9 1.3 -1.1
0.1 1.2 2.5
2.6 -2.9 -1.5
-0.9 -4.3 -0.4
1.8 -1.9 -0.8
-2.0 0.4 -1.1
1.2 -1.8 1.0
0.1 0.2 -0.4
1.6 0.6 1.4
-0.8 2.2 -1.1
-3.0 3.1 -4.0
-0.3 -0.3 -0.8
0.5 0.7 -2.5
-0.3 -0.9 2.4
-0.3 -1.2 -2.4
-2.5 0.2 -2.7
1.4 1.5 -1.3
-1.0 -1.1 -3.5

## Properties
orbital gap: 0.2003 Eh
total charge: +1
DFT total energy: -31915.7067 eV
highest occupied orbital energy: -10.69 eV
SMILES string: C[Si](C)(CCCCCCCCc1nn[nH][nH+]1)c1ccccc1


3.
The following is a DFT calculation (ωB97M-V with the def2-TZVPD basis set) of an isolated molecule of C17H29N5O7.

Last column: Mulliken charge in e.
CARTESIAN COORDINATES (ANGSTROEM)
O: 3.25769 -1.42980 -1.92936  -0.70
H: -0.54906 3.98396 1.22296  0.21
H: 0.75703 3.70799 -1.56440  0.53
O: -3.49235 -1.96181 0.76947  -0.72
H: 0.09745 2.47768 -0.46702  0.11
H: 3.66995 -0.10705 0.71675  0.42
C: -0.42074 -1.28096 -2.29635  2.23
H: 0.64103 5.19373 1.75445  0.25
O: -0.51099 -2.14837 4.54201  -0.50
H: 1.13870 -2.73326 -1.92367  0.40
H: -1.85712 0.32696 4.71869  0.37
H: 1.87918 1.57989 -1.93489  0.33
H: -0.08848 5.32102 0.13582  0.34
H: -1.48230 1.52968 3.48278  0.41
C: 2.67011 -0.86047 -1.02613  0.65
H: 1.10717 -0.71637 0.22982  0.02
C: -2.48918 -0.25418 2.72881  -0.85
N: 1.37156 -1.60176 3.23267  -0.97
H: 1.45798 1.79149 1.62370  0.61
H: -1.69270 0.43721 -2.25080  0.33
C: 0.99181 3.07533 -0.69812  -0.42
H: -1.79152 -1.90782 -3.83721  0.52
C: -2.65563 -2.19305 -1.85058  -0.97
H: -2.53785 -1.31099 2.99103  0.39
C: -1.27678 -0.27388 -1.52970  -0.21
H: -2.20235 0.89462 0.90595  0.40
H: 0.37249 -2.05411 -4.70880  0.33
H: -0.06073 -2.61728 -0.64062  0.52
N: 1.75762 -0.43471 2.55330  0.14
H: 3.04268 2.74297 -1.23949  0.43
C: -2.03993 -0.11920 1.28255  0.86
O: 0.27417 -0.54245 -3.27726  -0.45
C: 1.00805 -1.30659 -4.22446  -0.80
N: -2.31546 -1.09481 -0.94278  0.09
H: 1.35359 -0.60357 -4.97913  0.31
C: 0.53132 -2.03311 -1.35000  -2.13
H: -2.78493 -3.10357 -1.26860  0.40
H: -0.96032 -0.28973 1.22245  -0.77
H: -3.49800 0.14020 2.85869  0.47
N: 1.41241 -1.15176 -0.62709  0.45
C: 0.24110 -1.33641 3.78793  0.63
H: 4.14211 0.67101 -0.82274  0.41
C: 0.27774 4.62700 0.90080  -0.68
H: 1.87466 -1.78740 -3.76845  0.28
C: -1.53820 0.46074 3.68601  -0.96
H: -0.04813 -2.99508 4.59637  0.38
C: -1.48244 -2.25090 -2.84954  -1.12
O: 0.74816 1.68009 2.29486  -0.45
C: 3.30959 0.27856 -0.23669  -0.87
C: 0.82128 0.43636 2.75974  -0.02
O: 2.36265 1.29309 0.06174  -0.26
N: -0.18158 -0.05837 3.55003  0.26
H: -0.71108 0.28433 -0.78882  -0.96
H: -3.60104 -1.99311 -2.35836  0.35
C: -2.69588 -1.13356 0.36053  0.56
O: 1.35491 3.85496 0.41599  -0.38
H: -1.09556 -3.26533 -2.95336  0.36
C: 2.13611 2.16197 -1.04141  -0.56

Atomic forces in eV per Å
0.0 0.0 0.0
0.0 0.0 0.0
0.0 0.0 0.0
0.0 0.0 0.0
0.0 0.0 0.0
0.0 0.0 0.0
0.0 0.0 0.0
0.0 0.0 0.0
0.0 0.0 0.0
0.0 0.0 0.0
0.0 0.0 0.0
0.0 0.0 0.0
0.0 0.0 0.0
0.0 0.0 0.0
0.0 0.0 -0.1
0.0 0.0 0.0
0.0 0.0 0.0
0.0 0.0 0.0
0.0 0.0 0.0
0.0 0.0 0.0
0.0 0.0 0.0
0.0 0.0 0.0
0.0 0.1 0.0
0.0 0.0 0.0
0.0 0.0 0.0
0.0 0.0 0.0
0.0 0.0 0.0
0.0 0.0 0.0
0.0 0.0 0.0
0.0 0.0 0.0
0.0 0.0 0.0
0.0 0.0 0.0
0.0 0.0 0.0
0.0 0.0 0.0
0.0 0.0 0.0
0.0 0.0 0.0
0.0 0.0 0.0
0.0 0.0 0.0
0.0 0.0 0.0
0.0 0.0 0.0
0.0 0.0 0.0
0.0 0.0 0.0
0.0 0.0 0.0
0.0 0.0 0.0
0.0 0.0 0.0
0.0 0.0 0.0
0.0 0.0 0.0
0.0 0.0 0.0
-0.1 -0.1 0.1
0.0 0.0 0.0
0.1 0.2 0.0
0.0 0.0 0.0
0.0 0.0 0.0
0.0 0.0 0.0
0.0 0.0 0.0
0.0 0.0 0.0
0.0 0.0 0.0
-0.1 -0.1 0.0

## Properties
orbital gap: 0.3461 Eh
DFT total energy: -39882.8120 eV
highest occupied orbital energy: -8.85 eV
energy above the lowest of the compared OMol25 structures with the same formula, charge and spin: 30.9 kJ/mol
SMILES string: COCCOCC(=O)NC[C@@]1(OC)CCN(C(=O)CCCn2c(O)nnc2O)C1


4.
The following is a DFT calculation (ωB97M-V with the def2-TZVPD basis set) of a structure of composition C17H30AsCl2LiO2Sb2 in a non-equilibrium geometry.

Last column: Mulliken charge in e.
CARTESIAN COORDINATES (ANGSTROEM)
H: 1.73568 0.73644 -0.29026  0.20
C: -3.58089 -1.03539 -1.59289  0.69
H: -1.59086 3.18071 -3.92339  0.39
C: -5.02501 -1.32187 -2.07955  0.09
H: -3.28707 0.43245 1.85741  0.37
H: -2.95048 4.18077 -1.61581  0.43
C: -0.37336 1.13190 2.78507  -1.37
C: -0.73658 3.33340 -3.29723  -1.28
C: 1.54382 -1.85642 2.41896  0.82
H: 5.26023 -0.85073 2.60778  0.34
C: -2.91341 -0.56041 1.99978  -1.23
C: 3.01615 -2.22794 -2.98701  -1.23
H: 1.29909 -3.46436 0.05941  0.72
H: -3.55090 2.51899 -1.64304  0.27
H: 3.79056 -0.42674 4.55567  0.43
H: 0.30920 3.33853 0.32857  0.30
Sb: -0.86684 -0.47903 1.43181  0.43
H: 0.75928 1.21126 2.86607  0.33
H: 1.31467 -0.95269 4.36080  0.48
H: 2.85996 -3.09180 -0.34742  0.64
H: -0.05131 4.58725 -0.87121  0.39
C: 0.24038 3.52787 -0.69067  -1.20
C: 2.35293 -2.02252 1.32790  1.39
H: -0.47675 4.40517 -3.14042  0.37
H: 2.72506 -3.03515 -3.72067  0.31
Sb: 1.29684 -1.55995 -1.72607  0.90
H: 2.33281 1.01615 -1.82861  0.54
H: -3.08483 -0.69687 3.12731  0.41
C: 1.99147 -1.13572 3.55571  -1.00
C: 4.16416 -0.99734 2.53333  -0.68
H: 3.26367 -1.32149 -3.52807  0.37
C: 2.29702 0.26129 -1.08038  -1.38
C: -2.82657 3.20740 -1.22311  -1.05
H: -5.53579 -0.36154 -2.03787  0.28
Li: -1.49430 -0.27356 -1.26098  0.06
H: 4.32039 -1.73405 0.57522  0.51
H: 1.22441 3.37356 -1.14928  0.39
C: 1.94648 -2.67462 -0.01004  -2.61
Cl: -5.81499 -2.69512 -1.22602  -0.18
H: -0.77431 0.90251 3.77698  0.43
C: 0.08361 -2.10652 2.34005  -1.30
As: -0.99758 2.37650 -1.61854  0.63
H: 0.21815 2.92181 -3.67790  0.33
O: -2.64411 -1.82180 -1.65113  -0.75
C: 3.65025 -1.55129 1.37566  -0.57
H: 3.90580 -2.62099 -2.42896  0.33
H: -2.97807 3.14060 -0.10828  0.28
Cl: -4.89903 -1.61316 -3.85060  -0.20
O: -3.51580 0.10373 -1.07277  -0.55
C: 3.34592 -0.78818 3.64758  -0.69
H: -0.77085 2.05041 2.35380  0.40
H: -0.09817 -2.99439 1.70217  0.45
H: -0.19725 -2.33857 3.38239  0.64
H: 3.26518 -0.02791 -0.70714  0.54
H: -3.47802 -1.30059 1.41584  0.36

Atomic forces in eV per Å
-0.2 -0.2 0.6
-1.6 0.7 1.1
-0.2 0.0 -0.7
0.8 -0.3 -0.9
-0.3 0.6 -0.7
0.1 1.1 -0.2
1.6 -0.5 0.0
1.8 0.2 0.4
-0.8 1.9 0.9
-0.9 0.2 -0.1
-0.3 -0.8 2.1
-0.4 -1.0 0.0
-1.8 -2.0 0.6
-0.1 -0.1 -0.2
-0.1 0.3 0.3
0.1 -0.3 1.9
-0.4 1.0 -0.4
-1.4 0.0 -0.1
-0.3 0.1 0.5
0.9 -0.5 -0.6
0.2 -0.7 0.2
0.1 1.3 -1.6
0.0 -0.3 -2.1
-0.7 -0.6 0.1
0.1 1.0 0.8
0.9 0.5 -0.3
0.4 0.4 -1.0
0.5 -0.3 -1.5
1.6 -0.9 -0.9
0.8 -0.1 0.4
0.3 0.0 -0.2
-0.6 -0.7 0.2
1.1 -2.0 1.7
-0.5 -0.6 0.6
-0.3 -0.1 -0.1
0.4 -0.1 -0.8
-0.1 0.0 0.1
1.3 1.9 1.3
0.3 0.9 -0.4
-0.1 0.3 -0.2
0.2 -1.9 0.9
-1.6 0.8 -0.2
-0.7 0.0 -0.5
0.9 -1.1 -0.5
0.4 0.0 1.3
-0.9 0.6 -0.2
0.1 0.4 -1.1
-0.2 -0.3 0.1
0.6 0.8 0.0
-0.5 -0.4 -0.6
-0.1 0.0 0.2
-0.2 0.4 0.4
-0.6 0.1 -0.6
0.4 0.2 0.0
0.1 0.4 0.2

## Properties
orbital gap: 0.3295 Eh
DFT total energy: -121373.7443 eV
highest occupied orbital energy: -8.55 eV